A structure of composition C55H45AuN8PS. Source: the Open Molecules 2025 dataset; level of theory: the ωB97M-V functional and the def2-TZVPD basis.

Output
Energy (eV): -93502.39581
HOMO-LUMO gap (Ha): 0.30565
E_HOMO (eV): -10.01
Charge: +1
ΔE to the lowest compared entry with this formula, charge and spin (kJ/mol): 0.0

Element x y z (Å)
Au  -0.06756  -0.08383  -1.21917
C  2.09821  0.37001  4.43785
N  2.19813  -0.03609  3.04489
C  1.39279  0.35846  2.01692
N  1.78944  -0.16614  0.87853
C  2.87913  -0.93458  1.15885
C  3.15614  -0.86402  2.51051
C  4.24057  -1.45630  3.31026
C  3.96163  -2.27982  4.39941
C  4.99357  -2.84758  5.13121
C  6.31276  -2.60268  4.77684
C  6.59738  -1.78686  3.69028
C  5.56722  -1.21375  2.96182
C  3.53750  -1.71553  0.09719
C  4.16645  -2.92963  0.36841
C  4.75296  -3.65910  -0.65505
C  4.70384  -3.19530  -1.96245
C  4.06376  -1.99569  -2.24242
C  3.49023  -1.25791  -1.21807
P  -0.03804  1.44818  2.24091
C  -0.07786  2.33746  0.64591
N  -0.29502  1.86342  -0.57691
C  -0.26955  2.91992  -1.45177
C  -0.03714  4.06839  -0.73986
N  0.07470  3.68415  0.57694
C  0.27883  4.59193  1.69864
C  0.06326  5.45866  -1.21150
C  -0.96046  5.99337  -1.99046
C  -0.86522  7.28918  -2.47249
C  0.24938  8.06173  -2.17734
C  1.27367  7.53386  -1.40397
C  1.18395  6.23582  -0.92585
C  -0.44713  2.74171  -2.90307
C  0.47899  3.27364  -3.79455
C  0.32094  3.08402  -5.15973
C  -0.76348  2.36393  -5.64100
C  -1.69274  1.83417  -4.75462
C  -1.53628  2.02210  -3.39052
C  -1.42522  0.29378  2.00688
N  -1.41387  -0.86646  1.38663
C  -2.69876  -1.33871  1.42873
C  -3.50189  -0.44268  2.09622
N  -2.67418  0.58395  2.47811
C  -3.11107  1.84595  3.05297
C  -4.94622  -0.48267  2.37799
C  -5.43056  -0.46357  3.68363
C  -6.79417  -0.52715  3.92657
C  -7.68602  -0.61922  2.86752
C  -7.20957  -0.64886  1.56438
C  -5.84732  -0.57731  1.31981
C  -3.09098  -2.61767  0.81005
C  -3.81389  -3.57268  1.51988
C  -4.17389  -4.76886  0.91752
C  -3.81517  -5.02529  -0.39917
C  -3.10203  -4.07328  -1.11570
C  -2.74828  -2.87493  -0.51504
H  1.65623  1.36182  4.49025
H  3.09396  0.39736  4.87306
H  1.48176  -0.32497  5.00805
H  2.93195  -2.49179  4.66342
H  4.76732  -3.48811  5.97342
H  7.11802  -3.04914  5.34483
H  7.62488  -1.59491  3.41096
H  5.78443  -0.58028  2.11068
H  4.19340  -3.31049  1.38191
H  5.24186  -4.59833  -0.43022
H  5.15856  -3.76874  -2.75998
H  4.01092  -1.63090  -3.26095
H  2.99168  -0.32065  -1.43379
H  -0.09840  5.57257  1.42304
H  1.33682  4.67187  1.94423
H  -0.26145  4.22455  2.56637
H  -1.82815  5.38735  -2.21949
H  -1.66398  7.69719  -3.07734
H  0.32191  9.07365  -2.55286
H  2.14844  8.13002  -1.18075
H  1.99775  5.81797  -0.34496
H  1.32837  3.82939  -3.41654
H  1.04738  3.49690  -5.84713
H  -0.88758  2.21912  -6.70622
H  -2.54190  1.27647  -5.12722
H  -2.25914  1.60904  -2.69738
H  -3.84006  1.66851  3.83922
H  -3.56540  2.47498  2.28718
H  -2.25198  2.35557  3.48368
H  -4.73776  -0.42040  4.51642
H  -7.15968  -0.51526  4.94493
H  -8.74949  -0.67458  3.05789
H  -7.90018  -0.72831  0.73527
H  -5.47293  -0.60806  0.30383
H  -4.09271  -3.38237  2.54834
H  -4.73378  -5.50492  1.47953
H  -4.09907  -5.95900  -0.86635
H  -2.82713  -4.25854  -2.14656
H  -2.20341  -2.12625  -1.08067
N  0.42054  -2.96652  0.19729
C  0.57578  -2.99258  -1.12581
N  0.35530  -1.96187  -1.91423
C  0.66131  -2.24698  -3.24453
C  0.57697  -1.35481  -4.30581
C  0.94477  -1.79490  -5.56576
C  1.39071  -3.10059  -5.77324
C  1.47691  -3.99407  -4.71799
C  1.10673  -3.55044  -3.45812
S  1.13294  -4.42112  -1.94606
H  -0.05210  -2.16571  0.62953
H  0.43807  -3.83324  0.70600
H  0.23518  -0.34000  -4.13797
H  0.88637  -1.11146  -6.40264
H  1.67317  -3.42089  -6.76675
H  1.82399  -5.00679  -4.87350

Atom charges from the Mulliken analysis, given in e for atoms 1 to 99:
1. Au 0.792
2. C -1.077
3. N 0.220
4. C -0.700
5. N 0.092
6. C -0.546
7. C 0.674
8. C -0.299
9. C -0.017
10. C -0.848
11. C -0.364
12. C -0.794
13. C 0.076
14. C 0.710
15. C -0.468
16. C -0.844
17. C -0.612
18. C -0.512
19. C -0.290
20. P -0.496
21. C -0.398
22. N -0.135
23. C -0.230
24. C 0.660
25. N 0.426
26. C -1.050
27. C -0.112
28. C -0.108
29. C -0.812
30. C -0.410
31. C -0.769
32. C -0.166
33. C 0.606
34. C -0.464
35. C -0.838
36. C -0.534
37. C -0.694
38. C -0.328
39. C -0.458
40. N 0.167
41. C -0.309
42. C 0.430
43. N 0.490
44. C -0.909
45. C -0.209
46. C -0.354
47. C -0.780
48. C -0.392
49. C -0.762
50. C -0.188
51. C 0.282
52. C -0.430
53. C -0.645
54. C -0.640
55. C -0.521
56. C -0.274
57. H 0.407
58. H 0.386
59. H 0.295
60. H 0.458
61. H 0.399
62. H 0.414
63. H 0.418
64. H 0.462
65. H 0.580
66. H 0.419
67. H 0.441
68. H 0.465
69. H 0.474
70. H 0.450
71. H 0.292
72. H 0.380
73. H 0.468
74. H 0.420
75. H 0.412
76. H 0.408
77. H 0.454
78. H 0.555
79. H 0.437
80. H 0.465
81. H 0.434
82. H 0.509
83. H 0.428
84. H 0.295
85. H 0.307
86. H 0.491
87. H 0.394
88. H 0.407
89. H 0.412
90. H 0.460
91. H 0.465
92. H 0.418
93. H 0.414
94. H 0.507
95. H 0.373
96. N 0.320
97. C 0.665
98. N 0.055
99. C -0.616